C35H56N4PTi as an isolated structure in a non-equilibrium geometry, computed with ωB97M-V/def2-TZVPD.

Geometry as XYZ:
```
97
Properties=species:S:1:pos:R:3:mulliken_charge:R:1
Ti 0.97 0.66 0.11 -0.454
C 0.99 0.99 3.96 -1.047
C 0.10 2.18 3.61 0.321
C -1.37 1.79 3.72 -1.461
C 0.50 2.69 2.24 0.319
C 1.58 3.56 2.13 -0.690
C 1.92 4.12 0.89 -0.596
C 1.24 3.78 -0.26 0.941
C 1.45 4.54 -1.54 -1.534
C 0.26 2.76 -0.20 -0.359
C -0.18 2.29 1.09 0.138
H 0.76 0.59 4.95 0.570
H 2.04 1.29 3.94 0.332
H 0.85 0.20 3.20 -0.246
H 0.30 2.98 4.34 0.622
H -1.59 0.92 3.09 -0.003
H -2.02 2.61 3.42 0.373
H -1.61 1.52 4.75 0.521
H 2.14 3.85 3.01 0.410
H 2.71 4.86 0.85 0.290
H 1.20 5.60 -1.39 0.424
H 0.81 4.15 -2.33 0.376
H 2.48 4.50 -1.87 0.266
H -0.42 2.65 -1.06 0.448
H -1.15 1.81 1.15 -0.110
C 3.83 -0.65 2.43 -0.780
C 4.58 -0.14 1.23 1.093
C 5.90 -0.46 1.04 -0.627
C 6.62 0.02 -0.04 -0.829
C 5.99 0.88 -0.93 -0.818
C 4.67 1.24 -0.77 1.303
C 4.03 2.21 -1.70 -1.050
C 3.89 0.72 0.32 -0.493
N 2.63 1.06 0.47 0.018
H 4.14 -0.13 3.34 0.401
H 4.00 -1.72 2.58 0.368
H 2.77 -0.47 2.26 -0.573
H 6.39 -1.11 1.76 0.391
H 7.66 -0.26 -0.18 0.358
H 6.54 1.28 -1.78 0.360
H 4.58 2.29 -2.64 0.414
H 4.00 3.20 -1.23 0.215
H 2.99 1.91 -1.89 -0.001
N 0.78 -1.54 1.31 0.479
C 1.54 -1.93 0.21 -0.614
C 2.22 -3.13 0.12 -1.038
C 3.05 -3.36 -1.00 -1.106
C 3.12 -2.37 -1.97 -0.974
C 2.39 -1.21 -1.83 -0.336
N 1.58 -0.98 -0.75 2.101
H -0.06 -1.03 0.92 -0.670
H 0.55 -2.30 1.94 0.503
H 2.15 -3.86 0.92 0.468
H 3.60 -4.28 -1.10 0.390
H 3.73 -2.50 -2.84 0.422
H 2.40 -0.44 -2.58 0.414
C -0.84 -1.85 -2.76 -1.811
C -2.26 -1.31 -2.57 2.533
C -2.29 0.01 -3.34 -1.706
C -3.26 -2.29 -3.18 -2.038
P -2.38 -0.80 -0.68 -2.023
N -1.13 -0.12 -0.15 1.042
C -2.85 -2.44 0.32 2.459
C -2.66 -2.11 1.81 -1.391
C -1.78 -3.47 -0.07 -2.254
C -4.21 -3.10 0.12 -2.140
C -4.01 0.32 -0.58 2.646
C -4.37 0.40 0.90 -2.062
C -3.59 1.74 -1.00 -1.739
C -5.24 -0.11 -1.36 -1.985
H -0.56 -1.84 -3.82 0.603
H -0.71 -2.86 -2.40 0.202
H -0.15 -1.20 -2.22 0.131
H -1.89 -0.13 -4.35 0.593
H -1.66 0.73 -2.82 0.035
H -3.29 0.41 -3.44 0.294
H -3.08 -2.38 -4.25 0.528
H -4.29 -1.97 -3.04 0.254
H -3.15 -3.29 -2.75 0.327
H -1.98 -1.27 1.92 0.060
H -2.24 -2.96 2.35 0.442
H -3.60 -1.86 2.29 0.355
H -0.80 -3.00 -0.16 0.615
H -2.02 -3.94 -1.03 0.268
H -1.72 -4.26 0.67 0.644
H -5.03 -2.49 0.52 0.322
H -4.23 -4.05 0.66 0.549
H -4.41 -3.30 -0.92 0.272
H -3.48 0.59 1.49 0.284
H -4.83 -0.52 1.25 0.151
H -5.08 1.22 1.08 0.704
H -2.54 1.88 -0.76 0.301
H -4.16 2.49 -0.45 0.495
H -3.74 1.92 -2.06 0.313
H -5.52 -1.14 -1.13 0.270
H -5.10 -0.03 -2.43 0.285
H -6.09 0.53 -1.09 0.528
```

Relative energy (zero: lowest compared OMol25 entry of this formula, charge and spin) = 267.14 kJ/mol
Multiplicity = 3
Orbital gap (alpha / beta) = 3.731 / 6.080 eV
E_LUMO (alpha / beta) = 2.576 / 2.574 eV
Net charge = -1
HOMO (alpha / beta) = -1.155 / -3.506 eV


A 2-piece molecular cluster, C2H8N2O2 overall in a non-equilibrium geometry, computed with ωB97M-V/def2-TZVPD.

Geometry as XYZ:
```
14
Properties=species:S:1:pos:R:3:mulliken_charge:R:1
N -0.74 1.34 0.71 -0.475
C -0.98 -0.04 0.72 -0.105
N -1.86 -0.68 -0.30 -0.677
H -1.51 1.92 0.80 0.201
H -0.26 1.58 -0.18 0.220
H -1.28 -0.31 1.77 0.325
H -0.08 -0.62 0.49 0.032
H -1.82 -0.03 -1.11 0.260
H -2.85 -0.40 -0.06 0.227
O 1.82 0.92 -0.65 -0.411
C 2.28 -0.16 -0.77 0.147
O 2.34 -1.01 0.28 -0.431
H 2.67 -0.56 -1.71 0.347
H 2.27 -1.95 0.01 0.340
```

Relative energy (zero: lowest compared OMol25 entry of this formula, charge and spin) = 173.33 kJ/mol
Multiplicity = 1
Orbital gap = 9.579 eV
E_LUMO = 0.619 eV
SMILES = O=CO.NCN
HOMO = -8.960 eV


A 2-piece molecular cluster, C3H10NO2 overall in a non-equilibrium geometry, computed with ωB97M-V/def2-TZVPD.

Geometry as XYZ:
```
16
Properties=species:S:1:pos:R:3:mulliken_charge:R:1
O 2.18 0.49 -0.83 -0.508
C 1.48 1.18 -0.06 -0.147
C 0.21 0.68 0.32 0.416
C -1.08 1.51 0.36 -1.143
N -0.11 -0.61 -0.52 -0.351
H 1.87 1.93 0.57 0.412
H 0.53 0.47 1.38 0.185
H -1.53 1.79 -0.58 0.369
H -0.84 2.32 1.11 0.361
H -1.84 0.98 0.99 0.333
H 0.82 -1.13 -0.60 0.384
H -0.39 -0.35 -1.44 0.404
H -0.97 -1.27 -0.40 0.293
H -1.19 -2.65 1.13 0.321
H -2.37 -3.12 0.38 0.317
O -1.81 -2.35 0.50 -0.645
```

Relative energy (zero: lowest compared OMol25 entry of this formula, charge and spin) = 192.82 kJ/mol
Multiplicity = 1
Orbital gap = 11.120 eV
E_LUMO = -3.741 eV
Net charge = +1
HOMO = -14.861 eV